The following is a quantum chemistry calculation of a molecular structure, C2H2IrO4, from OMol25.

Cartesian coordinates (Å):
Ir  0.982  1.050  0.264
O  1.823  -0.507  -0.383
O  -2.382  -0.172  -0.160
O  -0.338  -0.467  0.752
O  -0.815  1.438  -0.268
C  -1.271  0.276  0.084
C  1.035  -1.514  -0.157
H  0.584  -2.031  -1.023
H  1.295  -2.179  0.682

## Properties
strongest force on any atom: 0.147 hartree/bohr
expectation value of S²: 6.014
LUMO (spin up / spin down): -6.64 / -8.79 eV
total charge: +1
DFT total energy: -482.15612 Eh
spin multiplicity: 5

Here are the Mulliken charges for atoms 1 to 6, given in e: atom 1 (Ir): 1.455, atom 2 (O): -0.509, atom 3 (O): -0.395, atom 4 (O): -0.577, atom 5 (O): -0.460, atom 6 (C): 0.742

***

The following is a quantum chemistry calculation of a molecular structure, C2H2KLiO2, from OMol25.

Cartesian coordinates (Å):
K  -0.148  -1.137  1.241
O  1.274  0.112  -0.291
O  -1.254  0.191  -0.389
C  0.929  1.343  -0.290
C  -0.612  1.431  -0.375
Li  -0.352  -0.647  -1.742
H  -0.948  2.091  0.456
H  -0.797  2.090  -1.253

## Properties
strongest force on any atom: 0.026 hartree/bohr
LUMO: -0.78 eV
DFT total energy: -835.29434 Eh

Here are the Mulliken charges for atoms 1 to 6, given in e: atom 1 (K): 1.002, atom 2 (O): -0.700, atom 3 (O): -1.094, atom 4 (C): -0.486, atom 5 (C): -0.023, atom 6 (Li): 0.858

***

The following is a quantum chemistry calculation of a molecular structure, C2H2LiNaO2, from OMol25.

Cartesian coordinates (Å):
Na  0.095  1.802  -2.440
O  -1.368  -0.492  0.213
O  1.025  0.850  -0.695
C  1.019  -0.030  0.292
C  -0.253  -0.834  0.522
Li  -3.185  -0.839  0.444
H  1.815  -0.812  0.266
H  0.851  0.354  1.397

## Properties
strongest force on any atom: 0.027 hartree/bohr
expectation value of S²: 0.753
LUMO (spin up / spin down): -4.37 / -4.46 eV
total charge: +1
DFT total energy: -397.46145 Eh
spin multiplicity: 2

Here are the Mulliken charges for atoms 1 to 6, given in e: atom 1 (Na): 1.002, atom 2 (O): -0.586, atom 3 (O): -0.851, atom 4 (C): -0.078, atom 5 (C): 0.093, atom 6 (Li): 0.939

***

The following is a quantum chemistry calculation of a molecular structure, C2H2LiO2Y, from OMol25.

Cartesian coordinates (Å):
Y  0.836  2.156  -0.172
O  -1.245  0.903  0.082
O  1.291  -0.098  -0.106
C  0.360  -0.810  0.434
C  -0.937  -0.266  0.456
Li  -3.158  1.238  0.004
H  0.559  -1.830  0.776
H  2.294  -1.294  -1.474

## Properties
strongest force on any atom: 0.060 hartree/bohr
expectation value of S²: 1.656
LUMO (spin up / spin down): -15.67 / -15.65 eV
total charge: +3
DFT total energy: -272.35392 Eh
spin multiplicity: 2

Here are the Mulliken charges for atoms 1 to 6, given in e: atom 1 (Y): 2.102, atom 2 (O): -0.727, atom 3 (O): -0.597, atom 4 (C): 0.200, atom 5 (C): 0.505, atom 6 (Li): 0.933

***

The following is a quantum chemistry calculation of 2 unconnected molecules or ions with the total composition C2H2N2, from OMol25.

Cartesian coordinates (Å):
N  1.438  0.112  0.587
N  -2.526  0.067  -0.268
C  1.615  0.190  -0.521
C  -1.691  -0.149  0.474
H  -0.962  -0.604  1.144
H  2.126  0.383  -1.416

## Properties
strongest force on any atom: 0.059 hartree/bohr
LUMO: 1.00 eV
DFT total energy: -186.86112 Eh

Atomic charges from the Mulliken analysis, expressed in e, are listed below: atom 1 (N): -0.342, atom 2 (N): -0.342, atom 3 (C): 0.065, atom 4 (C): 0.051, atom 5 (H): 0.278, atom 6 (H): 0.291

***

The following is a quantum chemistry calculation of C2H2N2O in the gas phase, from OMol25.

Cartesian coordinates (Å):
O  -1.223  -0.934  -0.112
N  -1.202  0.462  0.009
N  2.492  -0.529  0.019
C  0.163  0.675  -0.054
C  1.322  -0.139  -0.100
H  -2.237  -1.134  0.321
H  0.685  1.599  -0.083

## Properties
strongest force on any atom: 0.166 hartree/bohr
LUMO: -0.89 eV
DFT total energy: -262.01113 Eh

Here are the Mulliken charges for atoms 1 to 6, given in e: atom 1 (O): -0.374, atom 2 (N): -0.323, atom 3 (N): -0.401, atom 4 (C): -0.004, atom 5 (C): 0.375, atom 6 (H): 0.379